[1]
Here is C47H38CsN7P2STe as an isolated structure in a non-equilibrium geometry from OMol25. Energies are from ωB97M-V/def2-TZVPD.

XYZ file:
```
97
C47H38CsN7P2STe ωB97M-V/def2-TZVPD
Cs -0.39336 -0.66161 0.15786
C -4.48532 0.06780 2.58514
C -3.43857 -0.06592 1.70153
N -2.35083 -0.77990 1.98854
C -2.25003 -1.22539 3.23130
C -3.37473 -1.20893 4.06792
N -4.48636 -0.56581 3.75971
C -0.92809 -1.77235 3.67635
C -0.78751 -2.36222 4.92927
C 0.45414 -2.76772 5.37929
C 1.53142 -2.55645 4.52807
C 1.31980 -1.98472 3.28576
N 0.11294 -1.59813 2.86574
C 2.46889 -1.75547 2.33965
C 3.79952 -1.96243 2.69942
N 4.81094 -1.74730 1.86371
C 4.50137 -1.32594 0.64266
C 3.18300 -1.11895 0.26898
N 2.18089 -1.33044 1.11381
C 0.63132 -3.40195 6.72494
C 1.85269 -3.92243 7.13278
C 1.96934 -4.50044 8.38747
N 0.96487 -4.59759 9.25646
C -0.20675 -4.09988 8.86318
C -0.41800 -3.50262 7.63015
H -5.35560 0.66537 2.34344
H -3.49319 0.36287 0.70278
H -3.37424 -1.71538 5.02519
H -1.66219 -2.51200 5.54032
H 2.52641 -2.84205 4.82800
H 4.07243 -2.29930 3.69041
H 5.31783 -1.14981 -0.04739
H 2.92033 -0.77259 -0.72949
H 2.72474 -3.90228 6.49434
H 2.92185 -4.90860 8.70648
H -1.02496 -4.18105 9.56986
H -1.40405 -3.12135 7.40540
C 0.43828 3.35777 -3.63021
N 0.27588 2.37629 -2.55726
P 0.75029 0.71350 -2.75453
C -0.85513 -0.09990 -3.11462
C -1.97690 0.60673 -3.54107
C -3.18624 -0.05008 -3.73912
C -3.28745 -1.41499 -3.50108
C -2.17577 -2.13061 -3.07700
C -0.96747 -1.47305 -2.88634
C 1.51206 0.73227 -4.41808
C 2.76473 1.34449 -4.52061
C 3.42286 1.41556 -5.73814
C 2.84701 0.84824 -6.86942
C 1.61492 0.21958 -6.77392
C 0.94523 0.16542 -5.55504
P 0.39678 2.80252 -0.89151
C 2.10154 3.46451 -0.75271
C 2.55576 4.63570 -1.36434
C 3.89952 4.97830 -1.32064
C 4.80853 4.15770 -0.66151
C 4.36899 3.00282 -0.03184
C 3.02207 2.66189 -0.08005
C -0.64992 4.29411 -0.78712
C -1.91074 4.27473 -1.38887
C -2.78710 5.33825 -1.23173
C -2.42446 6.42937 -0.45079
C -1.18610 6.44559 0.17337
C -0.30436 5.38355 0.00804
H 0.09108 2.93813 -4.57403
H 1.47987 3.66453 -3.76298
H -0.15841 4.24283 -3.41043
H -1.90120 1.67335 -3.71575
H -4.05293 0.50710 -4.07323
H -4.23278 -1.92764 -3.63022
H -2.25935 -3.19197 -2.88081
H -0.09522 -2.03829 -2.56778
H 3.22359 1.77448 -3.63388
H 4.38609 1.90556 -5.80575
H 3.36281 0.89151 -7.82068
H 1.16619 -0.22839 -7.65169
H -0.02146 -0.31875 -5.49529
H 1.85255 5.29381 -1.86117
H 4.23947 5.89010 -1.79555
H 5.85732 4.42575 -0.63293
H 5.06974 2.37208 0.50150
H 2.67351 1.76325 0.41842
H -2.20313 3.41673 -1.98536
H -3.75702 5.31322 -1.71274
H -3.10861 7.25930 -0.32381
H -0.90271 7.28696 0.79342
H 0.66001 5.40920 0.50193
Te -2.67952 -3.45392 0.84526
C -3.62176 -4.42151 -0.77297
C -3.12204 -5.32452 -1.67798
C -4.07536 -5.75443 -2.65536
C -5.29443 -5.17060 -2.48465
S -5.26326 -4.09041 -1.15212
H -2.09969 -5.67929 -1.63347
H -3.86220 -6.47220 -3.43836
H -6.19489 -5.31334 -3.06447
```

E: -97040.3349 eV
HOMO: -0.207 Eh
Orbital gap: 4.79 eV
LUMO: -0.8501 eV
Strongest force on any atom: 0.03554 Eh/bohr

[2]
Here is C34H39N5O6PbS2 as an isolated structure in a non-equilibrium geometry from OMol25. Energies are from ωB97M-V/def2-TZVPD.

XYZ file:
```
87
C34H39N5O6PbS2 ωB97M-V/def2-TZVPD
Pb -0.50235 0.57703 1.13367
C 0.02925 4.47963 2.75577
C 1.09055 3.74473 1.98897
C 1.14035 3.85973 0.60817
C 2.10065 3.18993 -0.13763
C 2.11195 3.34063 -1.62803
C 3.02365 2.39553 0.52517
C 2.97605 2.23763 1.90407
C 3.95125 1.33173 2.59237
C 2.01045 2.92233 2.62777
H 0.40775 4.85963 3.70277
H -0.80965 3.81673 2.96767
H -0.34355 5.31303 2.16547
H 0.41775 4.47853 0.09707
H 2.85865 4.07493 -1.93093
H 1.13895 3.67613 -1.97753
H 2.35675 2.39853 -2.11093
H 3.78185 1.86943 -0.03703
H 4.94955 1.77163 2.60057
H 4.00165 0.37723 2.07307
H 3.64215 1.14633 3.61757
H 1.97395 2.80863 3.70337
N -5.27805 -0.92187 -2.90443
C -4.16285 -0.75247 -2.66153
N -2.90855 -0.52747 -2.50383
C -2.17695 -0.09847 -1.60663
N -1.37755 0.37853 -0.88393
O 1.62475 -0.26637 0.86957
N 2.16485 -1.29357 0.23867
C 2.47415 -1.36047 -1.04133
C 5.19175 -1.98187 -0.62953
C 4.99445 -2.21287 0.84707
C 3.87225 -2.38707 1.54007
C 2.50125 -2.51407 0.94497
H 2.26925 -0.55067 -1.71413
H 6.25855 -2.09347 -0.84643
H 5.91525 -2.12347 1.41337
H 3.92965 -2.45937 2.61747
H 1.74045 -2.70717 1.70587
C -5.70015 2.29173 2.58807
C -4.83475 2.52203 1.38747
C -5.12195 1.91343 0.17117
C -4.32685 2.12423 -0.94003
C -3.21635 2.94493 -0.83303
C -2.91345 3.55723 0.37087
C -3.72805 3.36253 1.46937
S -2.05165 3.17083 -2.20883
C -3.33625 3.77803 -3.41293
O -1.26685 4.36203 -1.83833
H -6.38685 1.46823 2.41537
H -6.28305 3.18443 2.81627
H -5.09045 2.05903 3.45827
H -5.97735 1.26063 0.08197
H -4.58275 1.64933 -1.87453
H -2.04675 4.19983 0.41647
H -3.50335 3.86273 2.40157
H -4.04385 4.43293 -2.91673
H -3.83665 2.91083 -3.82903
H -2.80945 4.31663 -4.19433
C 4.41525 -2.83227 -1.64763
C 2.89095 -2.74527 -1.42773
C 2.53285 -3.58827 -0.17893
C 1.27665 -4.37117 -0.27953
C 0.50935 -4.36787 -1.39093
C 0.86855 -3.67757 -2.57333
C 2.03695 -2.99427 -2.63093
S -0.97585 -5.31917 -1.38493
O -1.19345 -5.94277 -2.66533
O -0.98465 -6.21867 -0.25223
N -2.19655 -4.16107 -1.23123
C -1.97895 -3.12307 -0.24463
C -1.77415 -3.60607 1.18847
C -1.50245 -2.43947 2.15647
O -1.18195 -2.66517 3.30937
O -1.64755 -1.26667 1.65137
H 4.73005 -3.87667 -1.59903
H 4.92215 -0.93567 -0.81763
H 4.66275 -2.45927 -2.64473
H 3.34125 -4.28737 0.05867
H 1.01505 -5.00037 0.55387
H 0.20785 -3.74287 -3.42223
H 2.31905 -2.45627 -3.52503
H -3.07575 -4.64087 -1.10933
H -2.82975 -2.43647 -0.27133
H -1.09615 -2.56487 -0.56593
H -0.92835 -4.29117 1.24547
H -2.64645 -4.15837 1.54317
```

Total charge: -1
E: -82542.7892 eV
HOMO (spin up / spin down): -0.088 / -0.209 Eh
Orbital gap (spin up / spin down): 4.69 / 7.98 eV
2S+1: 2
⟨S²⟩: 0.77
LUMO (spin up / spin down): 2.2922 / 2.2876 eV
Strongest force on any atom: 0.03242 Eh/bohr

[3]
Here is a 2-piece molecular cluster, C5H13N2O overall from OMol25. Energies are from ωB97M-V/def2-TZVPD.

XYZ file:
```
21
C5H13N2O ωB97M-V/def2-TZVPD
O -1.08194 -0.40673 3.73371
C -1.70536 -0.78301 2.78060
C -1.17160 -0.75819 1.37035
C -1.76861 -1.82927 0.47107
H -2.73011 -1.18598 2.90384
H -0.08293 -0.74908 1.41488
H -1.45747 0.23742 0.99491
H -1.76591 -2.80478 0.95719
H -1.21828 -1.94895 -0.46141
H -2.81639 -1.63288 0.25356
C 1.35221 0.98630 -2.98634
N 1.68344 1.06158 0.66113
C 1.18632 0.81922 -0.54082
N 1.56768 1.45221 -1.61377
H 0.73016 1.69040 -3.53953
H 0.84882 0.02421 -2.96434
H 2.30541 0.93741 -3.50755
H 2.24511 1.89680 0.77313
H 1.15463 0.79016 1.47989
H 0.44580 0.03705 -0.67388
H 2.27904 2.16609 -1.50660
```

Total charge: +1
E: -10416.7070 eV
HOMO: -0.475 Eh
Orbital gap: 9.12 eV
LUMO: -3.7931 eV
Strongest force on any atom: 0.01690 Eh/bohr

[4]
Here is a 13-piece molecular cluster, C14H54N22O13 overall in a non-equilibrium geometry from OMol25. Energies are from ωB97M-V/def2-TZVPD.

XYZ file:
```
103
C14H54N22O13 ωB97M-V/def2-TZVPD
C -1.02497 1.16869 4.03765
C 0.14554 0.12871 3.85045
O 1.38902 0.72638 3.51046
H -1.74741 0.61343 4.58096
H -1.58009 1.52243 3.18305
H -0.80219 2.05870 4.67350
H 0.02309 -0.60407 3.04631
H 0.20075 -0.46867 4.75364
H 1.37925 1.50158 3.99678
C -3.08919 -3.23834 -0.48623
O -3.19657 -4.09852 0.63064
N -3.16296 -3.66467 -1.70135
N -3.14639 -1.97305 -0.33584
H -3.17828 -4.73432 -1.87712
H -2.77304 -3.11803 -2.48774
H -2.97993 -1.56649 0.55877
H -3.32659 -1.30426 -1.14211
C 0.28453 0.31335 0.16751
O -0.82911 -0.12565 0.78424
N 0.28913 0.55778 -1.08679
N 1.33369 0.65323 0.77840
H -0.59829 0.29907 -1.46338
H 1.05945 0.19878 -1.65607
H 1.31447 0.56933 1.79576
H 2.01994 1.20082 0.26471
C 5.24573 0.69397 2.81796
O 6.30629 0.08777 2.18582
N 5.34992 1.61711 3.69159
N 4.03144 0.67316 2.38345
H 6.29325 1.88921 3.92847
H 4.67870 2.36895 3.85709
H 3.84153 0.01028 1.58052
H 3.18607 0.72813 3.02515
C 0.46976 -3.37829 2.06070
O 1.65101 -2.72535 1.93124
N 0.39092 -4.54341 2.64829
N -0.67853 -2.79807 1.73268
H 1.25562 -4.82921 3.05379
H -0.50098 -5.04495 2.85984
H -0.66958 -1.84707 1.40996
H -1.50665 -3.43208 1.69928
C -0.09640 3.80642 0.40568
O 0.65963 4.95142 0.83712
N -0.07098 3.28644 -0.76612
N -0.94306 3.08837 1.11247
H 0.06791 2.23992 -0.78618
H 0.38985 3.81509 -1.56880
H -1.24832 3.52846 1.98121
H -1.60845 2.40727 0.74767
C -2.60998 -0.68126 -3.12472
O -2.24987 -1.92554 -3.65649
N -1.75297 0.30160 -3.05278
N -3.72267 -0.53596 -2.52696
H -0.77584 0.10198 -3.28165
H -2.04591 1.25105 -2.64165
H -4.42064 -1.35611 -2.67057
H -4.18299 0.37257 -2.27704
C 3.83416 -0.34682 -0.78976
O 3.22261 0.58092 -1.52982
N 3.33815 -0.96410 0.20193
N 4.95144 -0.75364 -1.03271
H 2.41180 -0.62630 0.48383
H 3.64030 -1.91602 0.55641
H 5.50347 -0.06165 -1.53069
H 5.58612 -1.33054 -0.46202
C 3.89648 3.26996 0.06588
O 5.06160 2.76085 -0.45489
N 3.41232 2.82142 1.16092
N 3.21936 4.32300 -0.31484
H 3.71870 1.95301 1.70680
H 2.60074 3.25950 1.71392
H 3.46210 4.97289 -1.07819
H 2.22776 4.28570 -0.06759
C 1.20614 -0.77650 -4.94193
O 1.29060 0.08199 -3.82762
N 0.44141 -0.59469 -5.97913
N 1.78664 -1.95599 -5.08714
H -0.24630 0.13454 -5.93008
H 0.57116 -1.10720 -6.89389
H 2.16373 -2.40626 -4.26436
H 1.66249 -2.50748 -5.89866
C -4.43104 -0.90690 2.62104
O -4.51666 -1.60292 3.78111
N -3.20743 -0.55242 2.23553
N -5.46139 -0.44567 1.89412
H -2.36138 -0.94909 2.71626
H -3.02717 0.21622 1.60968
H -6.39344 -0.71756 2.20553
H -5.35153 -0.14762 0.91260
C -3.39961 2.03367 -1.08462
O -3.12627 1.57703 0.21145
N -4.48488 1.76758 -1.62086
N -2.53466 2.64729 -1.91019
H -5.28749 1.47124 -1.04853
H -4.61429 2.03767 -2.58827
H -1.66809 2.99489 -1.40246
H -2.70546 3.19383 -2.70464
C -0.01468 -2.70682 -1.92745
O 0.98751 -2.68439 -0.94214
H 0.42376 -2.49080 -2.90469
H -0.69605 -1.93764 -1.57118
H -0.50523 -3.63476 -2.16804
H 0.67484 -2.99747 -0.09386
```

E: -74790.7863 eV
HOMO: -0.290 Eh
Orbital gap: 6.87 eV
LUMO: -1.0144 eV
Strongest force on any atom: 0.23695 Eh/bohr

[5]
Here is a 2-piece molecular cluster, C4H10NO overall in a non-equilibrium geometry from OMol25. Energies are from ωB97M-V/def2-TZVPD.

XYZ file:
```
16
C4H10NO ωB97M-V/def2-TZVPD
O 0.92282 -0.22434 -0.67572
C 0.26178 0.64516 -1.17359
C -1.07258 1.03261 -0.73837
C -1.65743 0.30841 0.41291
C -2.60786 -0.83488 0.09076
N 4.33136 -0.37513 0.76664
H 0.57301 1.31456 -2.00135
H -1.74524 1.70659 -1.30000
H -0.71660 0.04997 0.91064
H -2.17258 1.11638 1.01986
H -2.98969 -1.36707 0.93921
H -2.08830 -1.52128 -0.57242
H -3.45329 -0.46535 -0.49394
H 3.77917 -1.06621 0.28662
H 4.84930 -0.75891 1.53904
H 3.78613 0.43950 0.98972
```

Total charge: +1
E: -7836.5505 eV
HOMO: -0.447 Eh
Orbital gap: 3.07 eV
LUMO: -9.0938 eV
Strongest force on any atom: 0.09057 Eh/bohr

[6]
Here is C25H35O3PRhS5 as an isolated structure from OMol25. Energies are from ωB97M-V/def2-TZVPD.

XYZ file:
```
70
C25H35O3PRhS5 ωB97M-V/def2-TZVPD
Rh -1.19357 -0.79807 -0.75288
O -1.03178 3.41488 -1.07550
C -1.56492 2.35128 -0.76518
O -0.93781 1.23298 -0.81872
C -2.98186 2.37063 -0.23895
C -3.48812 3.63570 0.07543
C -4.75452 3.81762 0.59067
C -5.55685 2.69682 0.79359
C -5.08054 1.44208 0.48503
C -3.78524 1.23795 -0.03523
S -3.45909 -0.44821 -0.38658
H -2.82990 4.47398 -0.11070
H -5.11739 4.80988 0.82813
H -6.55877 2.80326 1.19409
H -5.70855 0.57236 0.64060
S -1.84411 -1.31642 -2.94127
S -3.43513 -2.55368 -2.83351
S -2.94301 -3.79102 -1.15709
S -1.08114 -3.13441 -0.69381
C 1.81579 -2.33531 1.21153
C 2.42777 -1.93519 -0.13905
C 3.81926 -1.35201 0.12917
C 2.56814 -3.21818 -0.96443
P 1.26185 -0.69400 -0.98027
C 1.75959 0.84324 -0.08399
C 1.35041 0.94448 1.24623
C 1.70321 2.02922 2.03112
C 2.46581 3.05873 1.49898
C 2.85257 2.98943 0.17224
C 2.50308 1.89491 -0.60763
C 1.80612 -0.49291 -2.77035
C 3.30895 -0.32719 -3.04721
C 1.02121 0.71708 -3.30740
C 1.35698 -1.73055 -3.57283
H 2.47829 -3.06641 1.68642
H 0.83707 -2.79728 1.08712
H 1.72483 -1.48826 1.88803
H 4.45351 -2.14869 0.53207
H 3.77931 -0.54745 0.86328
H 4.29960 -0.96260 -0.76822
H 3.03845 -3.98097 -0.33636
H 3.20916 -3.07439 -1.83302
H 1.60083 -3.60109 -1.29381
H 0.70930 0.18006 1.65913
H 1.35836 2.08125 3.05770
H 2.72899 3.91714 2.10416
H 3.41479 3.80017 -0.27403
H 2.79254 1.90494 -1.64487
H 3.78862 0.51373 -2.55390
H 3.42518 -0.18468 -4.12618
H 3.86132 -1.22950 -2.78265
H 1.18117 1.63211 -2.73913
H -0.05078 0.52855 -3.28946
H 1.31936 0.88636 -4.34652
H 2.03970 -2.56755 -3.45687
H 1.35201 -1.45700 -4.63226
H 0.35226 -2.06483 -3.31006
C -1.89902 -1.41048 3.94960
C -1.47345 0.06139 3.88485
C -1.76993 0.38958 2.43419
O -1.31200 -0.77244 1.73954
C -1.67614 -1.91946 2.51411
H -2.95479 -1.48052 4.21423
H -1.33179 -1.98522 4.68132
H -0.40317 0.16949 4.08054
H -2.02024 0.69483 4.58323
H -1.23663 1.24851 2.02942
H -2.84190 0.52850 2.26436
H -0.86586 -2.64124 2.43332
H -2.57738 -2.36588 2.08649
```

Total charge: -1
E: -99113.6413 eV
HOMO: -0.146 Eh
Orbital gap: 6.54 eV
LUMO: 2.5627 eV
Strongest force on any atom: 0.01655 Eh/bohr